(1)
{"formula": "C9H17N6", "method": "wB97M-V/def2-TZVPD", "de_lowest_ev": 6.3042, "max_force_ha_per_bohr": 0.1166, "gap_ev": 7.8, "total_charge": 1, "species": ["C", "C", "C", "C", "C", "C", "C", "C", "C", "N", "N", "N", "N", "N", "N", "H", "H", "H", "H", "H", "H", "H", "H", "H", "H", "H", "H", "H", "H", "H", "H", "H"], "coordinates": [[2.875, 1.627, 0.804], [2.157, 0.487, 0.463], [2.990, -0.316, -0.274], [1.581, -2.118, -0.898], [0.210, -0.807, 0.826], [0.594, -1.251, 2.236], [-0.939, 1.774, -1.119], [-2.696, -0.009, -1.059], [-1.253, 0.267, -0.869], [4.080, 1.525, 0.230], [4.179, 0.398, -0.436], [2.700, -1.438, -1.009], [0.407, -1.826, -0.207], [-1.452, 0.752, 1.502], [-0.902, -0.091, 0.554], [2.643, 2.507, 1.304], [1.442, -2.999, -1.400], [-0.237, -1.587, 2.663], [0.907, -0.316, 2.708], [1.548, -1.896, 2.126], [0.110, 2.050, -1.227], [-1.436, 1.981, -2.179], [-1.405, 2.386, -0.481], [-3.093, 0.503, -1.908], [-3.276, 0.189, -0.182], [-2.920, -1.025, -1.038], [-0.573, -0.139, -1.533], [5.155, 0.148, -0.607], [3.473, -1.920, -1.468], [-0.189, -2.671, -0.145], [-0.965, 1.627, 1.791], [-2.408, 0.813, 1.579]], "lowdin_charge": [-0.13, 0.01, -0.30, -0.02, -0.26, 0.01, -0.03, -0.04, -0.34, 0.03, 0.03, 0.16, 0.12, 0.10, -0.12, 0.08, 0.13, 0.03, 0.09, 0.13, 0.07, 0.14, 0.02, 0.09, 0.08, 0.06, 0.10, 0.17, 0.19, 0.18, 0.14, 0.07]}

=====

(2)
{"formula": "C43H57CeCl3N10O2PS2", "method": "wB97M-V/def2-TZVPD", "de_lowest_ev": 0.6817, "max_force_ha_per_bohr": 0.0842, "gap_ev": [5.0, 5.0], "total_charge": 3, "species": ["Ce", "N", "C", "C", "C", "C", "C", "C", "S", "N", "C", "C", "C", "C", "C", "C", "N", "H", "H", "H", "H", "H", "H", "H", "H", "H", "C", "C", "N", "C", "C", "C", "S", "N", "C", "O", "C", "C", "C", "C", "C", "C", "H", "H", "H", "H", "H", "H", "H", "H", "H", "H", "H", "H", "H", "H", "H", "C", "C", "C", "C", "C", "N", "H", "H", "H", "H", "H", "H", "H", "H", "H", "O", "P", "N", "C", "C", "C", "C", "N", "C", "C", "C", "C", "N", "C", "C", "C", "C", "H", "H", "H", "H", "H", "H", "H", "H", "H", "H", "H", "H", "H", "H", "H", "H", "H", "H", "H", "H", "H", "H", "H", "H", "Cl", "C", "Cl", "Cl", "C", "N"], "coordinates": [[-0.303, 0.160, 0.662], [2.563, -3.304, 2.392], [3.898, -2.873, 2.476], [4.893, -3.792, 2.763], [6.219, -3.384, 2.856], [6.549, -2.060, 2.642], [5.554, -1.133, 2.342], [4.239, -1.540, 2.266], [2.953, -0.342, 1.878], [1.557, -1.274, 1.727], [1.511, -2.540, 2.005], [0.181, -3.182, 1.919], [-0.070, -4.468, 2.404], [-1.358, -4.971, 2.350], [-2.361, -4.176, 1.814], [-2.027, -2.912, 1.353], [-0.790, -2.420, 1.381], [2.426, -4.288, 2.556], [4.630, -4.828, 2.917], [6.981, -4.107, 3.097], [7.575, -1.735, 2.706], [5.797, -0.093, 2.180], [0.703, -5.079, 2.842], [-1.577, -5.960, 2.720], [-3.378, -4.531, 1.759], [-2.784, -2.250, 0.939], [-4.381, -2.169, 4.427], [-3.828, -0.786, 4.769], [-4.100, 0.166, 3.712], [-5.465, 0.650, 3.568], [-6.204, 0.063, 2.369], [-3.170, 0.605, 2.863], [-1.502, 0.182, 3.143], [-3.580, 1.462, 1.945], [-3.077, 1.801, 0.778], [-2.145, 1.179, 0.165], [-3.760, 2.923, 0.101], [-5.037, 3.329, 0.483], [-5.663, 4.358, -0.191], [-5.022, 4.988, -1.247], [-3.752, 4.591, -1.634], [-3.125, 3.561, -0.962], [-4.042, -2.895, 5.161], [-4.016, -2.468, 3.447], [-5.468, -2.169, 4.413], [-2.748, -0.844, 4.908], [-4.270, -0.416, 5.697], [-5.411, 1.736, 3.454], [-6.000, 0.413, 4.487], [-5.652, 0.262, 1.454], [-7.178, 0.539, 2.289], [-6.354, -1.009, 2.470], [-5.526, 2.822, 1.298], [-6.651, 4.675, 0.103], [-5.512, 5.795, -1.766], [-3.255, 5.087, -2.454], [-2.131, 3.242, -1.239], [-1.418, -3.093, -4.150], [-1.923, -3.145, -2.703], [-3.453, -3.020, -2.657], [-1.464, -4.432, -1.997], [-1.379, -2.055, -1.944], [-0.957, -1.231, -1.261], [-1.836, -3.934, -4.697], [-0.334, -3.158, -4.193], [-1.736, -2.175, -4.638], [-3.895, -3.891, -3.133], [-3.785, -2.132, -3.188], [-3.808, -2.965, -1.631], [-1.859, -5.293, -2.528], [-1.829, -4.456, -0.972], [-0.379, -4.503, -1.983], [1.319, 0.709, -0.649], [2.126, 1.324, -1.769], [3.099, 0.169, -2.408], [4.105, 0.485, -3.421], [5.155, -0.615, -3.268], [4.345, -1.781, -2.698], [3.417, -1.075, -1.716], [1.223, 1.859, -3.066], [0.694, 0.802, -3.932], [-0.344, 1.534, -4.767], [-1.011, 2.414, -3.715], [0.179, 2.874, -2.868], [3.067, 2.613, -1.298], [2.577, 3.975, -1.069], [3.636, 4.640, -0.177], [4.832, 3.692, -0.262], [4.140, 2.340, -0.348], [4.507, 1.488, -3.275], [3.647, 0.445, -4.414], [5.927, -0.315, -2.559], [5.632, -0.856, -4.215], [4.965, -2.533, -2.215], [3.765, -2.256, -3.489], [3.940, -0.890, -0.769], [2.497, -1.631, -1.502], [0.220, 0.003, -3.341], [1.495, 0.372, -4.530], [-1.032, 0.861, -5.272], [0.159, 2.151, -5.510], [-1.700, 1.816, -3.112], [-1.556, 3.250, -4.145], [-0.085, 2.968, -1.807], [0.554, 3.837, -3.225], [1.597, 3.981, -0.579], [2.495, 4.479, -2.034], [3.281, 4.694, 0.853], [3.873, 5.646, -0.512], [5.501, 3.774, 0.590], [5.395, 3.875, -1.177], [3.749, 2.049, 0.638], [4.782, 1.542, -0.722], [3.132, 2.800, 3.942], [1.532, 3.580, 3.706], [0.500, 3.348, 5.151], [1.722, 5.316, 3.322], [0.944, 2.890, 2.600], [0.507, 2.256, 1.747]], "lowdin_charge": [0.96, 0.16, -0.23, 0.01, -0.04, -0.04, -0.08, -0.40, 0.99, -0.34, -0.30, -0.16, 0.04, 0.00, -0.02, -0.14, 0.02, 0.14, 0.12, 0.12, 0.12, 0.11, 0.12, 0.13, 0.13, 0.13, -0.04, -0.21, -0.10, -0.17, -0.05, -0.62, 0.80, 0.14, -0.36, -0.18, -0.13, 0.00, -0.04, -0.04, -0.05, -0.02, 0.09, 0.05, 0.08, 0.06, 0.14, 0.12, 0.13, 0.06, 0.09, 0.07, 0.10, 0.12, 0.12, 0.11, 0.08, -0.01, -0.57, 0.00, 0.00, -0.07, 0.16, 0.11, 0.10, 0.09, 0.11, 0.10, 0.09, 0.11, 0.07, 0.10, -0.43, 0.66, -0.19, -0.17, -0.14, -0.15, -0.19, -0.16, -0.20, -0.14, -0.15, -0.19, -0.17, -0.17, -0.14, -0.14, -0.21, 0.12, 0.11, 0.12, 0.12, 0.12, 0.12, 0.09, 0.11, 0.10, 0.11, 0.12, 0.13, 0.11, 0.12, 0.09, 0.13, 0.10, 0.12, 0.07, 0.12, 0.12, 0.13, 0.07, 0.12, 0.65, -1.53, 0.68, 0.69, -0.31, 0.16]}

=====

(3)
{"formula": "C40H36ClCoN3Si2", "method": "wB97M-V/def2-TZVPD", "de_lowest_ev": 1.8665, "max_force_ha_per_bohr": 0.0735, "gap_ev": [6.8, 5.3], "total_charge": 0, "multiplicity": 4, "species": ["C", "C", "C", "H", "C", "C", "H", "H", "H", "H", "Co", "Si", "C", "C", "H", "C", "H", "C", "H", "C", "H", "C", "H", "C", "C", "H", "C", "H", "C", "H", "C", "H", "C", "H", "H", "Si", "C", "C", "H", "C", "H", "C", "H", "C", "H", "C", "H", "C", "C", "H", "C", "H", "C", "H", "C", "H", "C", "H", "H", "Cl", "C", "C", "C", "C", "C", "C", "N", "N", "C", "C", "C", "C", "C", "N", "H", "H", "H", "H", "H", "H", "H", "H", "H"], "coordinates": [[-1.888, -4.039, 0.327], [-1.440, -3.198, -0.748], [-0.100, -2.802, -0.467], [-1.966, -2.968, -1.669], [0.292, -3.373, 0.771], [-0.808, -4.140, 1.268], [-0.778, -4.785, 2.143], [-2.832, -4.581, 0.377], [0.536, -2.198, -1.102], [1.279, -3.271, 1.219], [-1.387, -2.278, 1.003], [0.384, 0.682, 0.164], [-0.944, 0.653, -1.267], [-2.055, 1.488, -1.095], [-2.196, 2.017, -0.147], [-2.950, 1.705, -2.144], [-3.768, 2.420, -2.022], [-2.805, 1.004, -3.344], [-3.493, 1.182, -4.172], [-1.774, 0.073, -3.469], [-1.660, -0.506, -4.389], [-0.853, -0.120, -2.432], [-0.054, -0.854, -2.565], [1.998, -0.222, -0.249], [2.573, -0.197, -1.531], [1.974, 0.055, -2.409], [3.946, -0.415, -1.670], [4.408, -0.282, -2.651], [4.716, -0.777, -0.563], [5.791, -0.921, -0.673], [4.110, -0.959, 0.681], [4.691, -1.271, 1.550], [2.744, -0.714, 0.831], [2.266, -0.841, 1.804], [-0.314, -0.712, 0.550], [1.144, 2.790, -0.396], [2.994, 3.035, -0.488], [3.618, 3.414, -1.692], [3.017, 3.741, -2.539], [5.006, 3.335, -1.840], [5.462, 3.593, -2.798], [5.811, 2.944, -0.765], [6.901, 2.889, -0.875], [5.208, 2.653, 0.465], [5.836, 2.381, 1.318], [3.818, 2.698, 0.602], [3.354, 2.436, 1.552], [0.518, 3.466, -2.026], [0.676, 2.731, -3.210], [1.167, 1.755, -3.184], [0.151, 3.203, -4.415], [0.238, 2.589, -5.312], [-0.483, 4.445, -4.466], [-0.865, 4.822, -5.416], [-0.627, 5.191, -3.293], [-1.125, 6.160, -3.328], [-0.151, 4.699, -2.074], [-0.311, 5.254, -1.149], [0.384, 3.262, 0.848], [0.156, 0.950, 2.298], [-0.360, -4.251, 6.107], [-1.716, -3.901, 6.027], [-2.160, -3.085, 4.989], [-1.269, -2.679, 3.980], [0.109, -2.960, 4.113], [0.549, -3.759, 5.164], [-1.811, -2.009, 2.855], [-2.949, -1.355, 3.149], [-3.638, -1.042, 2.015], [-4.928, -0.471, 2.080], [-5.633, -0.254, 0.905], [-5.007, -0.588, -0.310], [-3.744, -1.161, -0.314], [-3.036, -1.385, 0.820], [0.001, -4.883, 6.919], [-2.435, -4.256, 6.763], [-3.203, -2.776, 4.896], [0.794, -2.517, 3.391], [1.610, -3.996, 5.233], [-5.313, -0.271, 3.081], [-6.646, 0.149, 0.917], [-5.502, -0.404, -1.265], [-3.248, -1.436, -1.244]], "mulliken_spin": [0.04, -0.02, 0.06, 0.00, -0.02, 0.04, 0.01, 0.00, -0.02, 0.00, 1.03, 0.21, 0.11, 0.00, 0.00, 0.01, 0.00, -0.01, 0.00, 0.01, 0.00, -0.01, 0.01, 0.09, 0.00, 0.00, 0.01, 0.00, -0.01, 0.00, 0.01, 0.00, -0.01, -0.01, 0.22, 0.09, 0.01, 0.01, 0.00, 0.00, 0.00, 0.01, 0.00, -0.01, 0.00, 0.00, 0.00, 0.01, 0.01, 0.00, 0.00, 0.00, 0.00, 0.00, 0.00, 0.00, 0.01, 0.00, 0.03, 0.08, 0.08, -0.04, 0.10, -0.07, 0.06, -0.04, 0.35, 0.34, -0.02, 0.06, 0.01, 0.09, -0.01, 0.07, 0.01, 0.00, 0.01, 0.00, 0.00, 0.00, 0.00, 0.00, 0.01]}

=====

(4)
{"formula": "C44H101Br2N3O12PS", "method": "wB97M-V/def2-TZVPD", "de_lowest_ev": 0.0000, "max_force_ha_per_bohr": 0.0727, "gap_ev": 7.3, "total_charge": 1, "species": ["C", "C", "C", "O", "C", "C", "C", "C", "C", "C", "C", "C", "C", "C", "O", "O", "N", "C", "C", "C", "C", "N", "C", "C", "C", "C", "C", "Br", "C", "P", "S", "N", "C", "C", "C", "Br", "H", "H", "H", "H", "H", "H", "H", "H", "H", "H", "H", "H", "H", "H", "H", "H", "H", "H", "H", "H", "H", "H", "H", "H", "H", "H", "H", "H", "H", "H", "H", "H", "H", "H", "H", "H", "H", "H", "H", "H", "H", "H", "H", "H", "H", "H", "H", "C", "C", "O", "H", "H", "H", "H", "H", "H", "C", "C", "O", "H", "H", "H", "H", "H", "H", "C", "C", "O", "H", "H", "H", "H", "H", "H", "C", "C", "O", "H", "H", "H", "H", "H", "H", "C", "C", "O", "H", "H", "H", "H", "H", "H", "C", "C", "O", "H", "H", "H", "H", "H", "H", "C", "C", "O", "H", "H", "H", "H", "H", "H", "C", "C", "O", "H", "H", "H", "H", "H", "H", "C", "C", "O", "H", "H", "H", "H", "H", "H"], "coordinates": [[-4.411, -1.070, 2.673], [-2.991, -1.702, 2.992], [-2.093, -1.291, 1.755], [-0.726, -1.575, 2.070], [0.203, -1.001, 1.191], [1.626, -1.149, 1.939], [1.476, -1.638, 3.445], [2.864, -1.651, 4.231], [2.898, -2.933, 5.152], [4.134, -1.503, 3.320], [0.331, -1.751, -0.199], [-0.095, -3.273, -0.118], [0.524, -4.084, -1.332], [1.692, -5.021, -0.865], [2.830, -4.657, -0.736], [1.390, -6.351, -0.619], [-0.266, -1.031, -1.368], [-1.766, -1.016, -1.470], [-2.113, -0.822, -3.024], [-3.199, 0.317, -3.243], [-4.593, -0.320, -3.612], [-5.384, -0.840, -2.466], [-5.224, -1.991, -1.711], [-6.258, -2.133, -0.709], [-7.153, -0.940, -0.881], [-6.547, -0.220, -1.956], [0.253, 0.374, -1.528], [1.507, 0.422, -3.039], [0.884, 0.942, -0.159], [0.960, 2.806, -0.376], [2.479, 3.603, 0.574], [0.015, 0.448, 0.911], [-0.013, 1.294, 2.121], [-1.251, 2.317, 2.181], [-0.702, 3.751, 2.619], [-2.468, 1.773, 3.672], [-4.865, -1.673, 1.843], [-5.060, -0.985, 3.573], [-4.300, -0.032, 2.253], [-3.050, -2.805, 3.130], [-2.540, -1.186, 3.879], [-2.337, -0.225, 1.548], [-2.425, -1.984, 0.930], [2.252, -1.960, 1.468], [2.238, -0.219, 1.877], [0.776, -1.009, 4.039], [1.112, -2.699, 3.446], [2.874, -0.772, 4.940], [2.638, -3.852, 4.558], [2.069, -2.807, 5.905], [3.873, -3.041, 5.715], [4.148, -0.562, 2.719], [4.110, -2.353, 2.585], [5.089, -1.599, 3.900], [1.437, -1.797, -0.423], [-1.189, -3.416, 0.014], [0.426, -3.655, 0.803], [-0.249, -4.766, -1.767], [0.969, -3.430, -2.128], [1.922, -6.657, 0.141], [0.069, -1.531, -2.208], [-2.274, -1.956, -1.165], [-2.233, -0.187, -0.878], [-1.205, -0.632, -3.644], [-2.588, -1.772, -3.381], [-3.303, 1.015, -2.378], [-2.868, 0.867, -4.169], [-5.210, 0.471, -4.113], [-4.453, -1.191, -4.331], [-4.438, -2.762, -1.822], [-6.379, -2.975, 0.004], [-8.073, -0.743, -0.296], [-7.042, 0.715, -2.288], [-0.581, 1.084, -1.768], [1.942, 0.568, -0.139], [-0.261, 3.478, -0.097], [1.235, 3.018, -1.768], [0.934, 1.883, 2.287], [-0.124, 0.692, 3.062], [-1.783, 2.389, 1.204], [0.281, 3.691, 3.140], [-1.416, 4.197, 3.363], [-0.657, 4.471, 1.771], [-7.517, -2.931, 3.227], [-8.300, -1.932, 2.397], [-9.226, -2.608, 1.552], [-6.978, -3.627, 2.580], [-6.801, -2.421, 3.872], [-8.187, -3.529, 3.850], [-7.631, -1.352, 1.761], [-8.850, -1.239, 3.042], [-9.823, -3.112, 2.117], [1.255, 0.839, -7.524], [0.059, 1.536, -6.906], [-0.581, 0.682, -5.957], [0.946, -0.085, -8.018], [1.746, 1.482, -8.256], [1.982, 0.564, -6.755], [-0.674, 1.790, -7.672], [0.363, 2.458, -6.401], [0.066, 0.467, -5.276], [2.610, 7.896, 2.840], [2.077, 6.477, 2.806], [0.846, 6.430, 2.089], [1.888, 8.565, 3.312], [3.551, 7.946, 3.391], [2.778, 8.269, 1.829], [1.891, 6.114, 3.818], [2.792, 5.803, 2.323], [1.022, 6.744, 1.194], [5.327, -2.436, -2.368], [5.809, -1.000, -2.291], [5.107, -0.186, -3.229], [5.473, -2.835, -3.373], [5.864, -3.067, -1.657], [4.256, -2.498, -2.151], [6.871, -0.939, -2.528], [5.656, -0.591, -1.287], [4.171, -0.234, -3.011], [6.818, -1.505, 8.483], [5.845, -1.182, 7.366], [4.814, -2.166, 7.300], [7.266, -2.489, 8.327], [7.614, -0.760, 8.536], [6.303, -1.537, 9.446], [6.358, -1.172, 6.403], [5.385, -0.201, 7.523], [4.358, -2.163, 8.149], [-7.447, 3.259, -6.335], [-7.120, 2.872, -4.906], [-7.818, 3.722, -4.004], [-7.174, 4.300, -6.521], [-6.915, 2.623, -7.046], [-8.520, 3.172, -6.523], [-6.052, 2.982, -4.708], [-7.399, 1.832, -4.699], [-8.762, 3.616, -4.173], [6.561, 10.226, 1.462], [6.017, 8.812, 1.421], [4.788, 8.770, 0.700], [5.842, 10.899, 1.934], [7.500, 10.268, 2.019], [6.737, 10.603, 0.451], [5.823, 8.447, 2.430], [6.731, 8.134, 0.940], [4.965, 9.084, -0.195], [-3.242, -3.150, -7.700], [-4.435, -3.419, -6.803], [-4.944, -2.196, -6.272], [-2.452, -2.640, -7.144], [-2.841, -4.081, -8.107], [-3.521, -2.497, -8.531], [-4.148, -4.053, -5.964], [-5.233, -3.920, -7.358], [-5.206, -1.642, -7.016], [8.043, -4.269, 1.891], [7.003, -4.565, 2.954], [5.729, -4.060, 2.560], [8.117, -3.193, 1.717], [9.024, -4.646, 2.188], [7.765, -4.729, 0.939], [7.273, -4.087, 3.896], [6.918, -5.642, 3.125], [5.489, -4.492, 1.731]], "lowdin_charge": [-0.13, -0.19, -0.21, -0.09, -0.39, -0.08, -0.14, -0.38, -0.09, -0.09, -0.15, -0.07, -0.06, -0.48, 0.10, 0.08, -0.08, -0.10, -0.13, -0.14, -0.12, -0.11, -0.13, -0.08, -0.06, -0.10, -0.58, 0.90, -0.45, 0.44, 0.22, -0.09, -0.23, -0.63, -0.18, 0.76, 0.06, 0.07, 0.04, 0.12, 0.08, 0.09, 0.11, 0.12, 0.11, 0.11, 0.11, 0.13, 0.08, 0.09, 0.06, 0.07, 0.06, 0.08, 0.16, 0.11, 0.14, 0.13, 0.12, 0.13, 0.12, 0.10, 0.13, 0.08, 0.11, 0.12, 0.11, 0.12, 0.11, 0.10, 0.09, 0.09, 0.11, 0.11, 0.12, 0.00, -0.02, 0.09, 0.10, 0.08, 0.08, 0.06, 0.05, -0.09, -0.33, -0.09, 0.07, 0.06, 0.08, 0.08, 0.11, 0.08, -0.08, -0.31, -0.12, 0.08, 0.08, 0.07, 0.12, 0.11, -0.03, -0.09, -0.33, -0.12, 0.08, 0.07, 0.06, 0.11, 0.06, 0.08, -0.09, -0.31, -0.10, 0.08, 0.07, 0.05, 0.12, 0.11, -0.02, -0.09, -0.31, -0.11, 0.08, 0.08, 0.07, 0.11, 0.11, 0.09, -0.09, -0.34, -0.08, 0.08, 0.07, 0.08, 0.11, 0.10, 0.08, -0.09, -0.32, -0.10, 0.08, 0.08, 0.07, 0.10, 0.11, 0.08, -0.09, -0.31, -0.10, 0.07, 0.08, 0.08, 0.11, 0.11, 0.09, -0.09, -0.31, -0.11, 0.08, 0.08, 0.07, 0.11, 0.11, 0.08]}